Record 1
Molecular formula: C26H55FIO17P3S2
Method: DFT, ωB97M-V with the def2-TZVPD basis set

```
105
Properties=species:S:1:pos:R:3
C -1.36 2.21 3.28
C -0.59 1.57 4.45
O 0.82 1.93 4.41
C 1.59 0.90 3.94
O 2.32 0.29 4.68
C 1.52 0.60 2.47
C 2.28 -0.67 2.07
C 1.96 -1.12 0.64
C 0.89 -2.26 0.48
C -0.06 -2.27 1.68
S -1.65 -3.12 1.44
C -1.90 -3.80 3.10
C -2.83 -5.02 3.09
C 0.10 -1.90 -0.81
I -1.18 -0.19 -0.57
O 0.94 -1.52 -1.90
S 2.03 -2.56 -2.43
O 1.54 -3.28 -3.56
O 3.19 -1.78 -2.70
C 2.46 -3.71 -1.07
O 3.84 -3.54 -0.88
C 1.70 -3.57 0.31
F 2.70 -3.50 1.28
C 1.02 -4.92 0.64
P -0.04 -5.77 -0.56
O 0.53 -7.09 -0.83
O -1.52 -5.97 -0.02
O -0.13 -4.89 -1.89
H -0.68 2.73 2.61
H -1.86 1.44 2.69
H -2.10 2.92 3.65
H -0.96 1.94 5.40
H -0.64 0.48 4.42
H 2.03 1.44 1.98
H 0.50 0.63 2.08
H 3.33 -0.39 2.09
H 2.19 -1.46 2.82
H 1.64 -0.23 0.10
H 2.89 -1.41 0.14
H 0.46 -2.76 2.51
H -0.27 -1.26 2.02
H -2.20 -3.04 3.81
H -0.91 -4.14 3.43
H -2.98 -5.43 2.10
H -3.81 -4.80 3.52
H -2.38 -5.81 3.69
H -0.59 -2.70 -1.07
H 2.33 -4.71 -1.49
H 4.23 -4.41 -0.77
H 1.85 -5.61 0.81
H 0.48 -4.90 1.59
H -2.13 -5.33 -0.41
H -0.10 -5.50 -2.65
O 6.89 3.70 -3.58
P 6.09 3.16 -2.48
O 4.54 3.12 -2.84
C 4.08 2.28 -3.92
C 4.12 0.81 -3.56
O 6.05 4.32 -1.34
C 6.84 5.50 -1.45
C 6.05 6.63 -2.08
O 6.18 1.95 -1.45
C 7.45 1.32 -1.21
C 8.45 2.26 -0.55
H 4.68 2.48 -4.81
H 3.06 2.59 -4.12
H 5.15 0.46 -3.45
H 3.65 0.21 -4.34
H 3.61 0.62 -2.62
H 7.75 5.30 -2.02
H 7.14 5.77 -0.44
H 5.58 6.31 -3.00
H 6.70 7.48 -2.30
H 5.26 6.96 -1.40
H 7.85 0.93 -2.15
H 7.25 0.47 -0.56
H 8.74 3.06 -1.23
H 9.35 1.71 -0.28
H 8.01 2.71 0.33
O -7.54 -0.17 -0.72
P -6.91 1.15 -0.56
O -5.46 1.19 -1.21
C -5.29 1.02 -2.62
C -5.73 2.22 -3.43
O -6.48 1.26 1.00
C -6.85 0.28 1.95
C -5.76 -0.76 2.13
O -7.35 2.67 -0.71
C -8.75 3.01 -0.67
C -9.38 2.72 0.68
H -5.82 0.12 -2.95
H -4.22 0.85 -2.77
H -6.82 2.35 -3.38
H -5.46 2.10 -4.48
H -5.28 3.13 -3.04
H -7.80 -0.19 1.67
H -7.02 0.80 2.89
H -5.43 -1.15 1.16
H -6.11 -1.59 2.74
H -4.89 -0.32 2.61
H -9.28 2.48 -1.46
H -8.81 4.08 -0.89
H -9.42 1.64 0.87
H -10.40 3.10 0.71
H -8.80 3.17 1.48
```

Structure (SMILES)   CCOC(=O)CCC[C@@]1(CSCC)[C@@H](I)OS(=O)(=O)[C@@H](O)[C@]1(F)CP(=O)(O)O.CCOP(=O)(OCC)OCC.CCOP(=O)(OCC)OCC
Total energy   -123022.153 eV
HOMO level   -0.3411 Ha
2S+1   1
Lowest unoccupied orbital energy   -0.001 hartree

***

Record 2
Molecular formula: C26H56BN6O6PS
Method: DFT, ωB97M-V with the def2-TZVPD basis set

```
97
Properties=species:S:1:pos:R:3
C -3.99 -1.86 3.33
C -2.87 -1.78 4.39
C -2.53 -0.35 4.80
C -1.07 -0.13 5.27
C -0.41 1.23 4.96
C -0.67 1.95 3.63
C 0.56 2.55 2.97
C 1.70 1.63 2.51
C 1.66 1.39 0.99
C 0.53 0.50 0.42
N 0.08 -0.45 1.44
C 0.52 -1.54 1.73
S 1.06 -2.96 2.08
C -0.69 1.37 0.06
C -1.90 0.50 -0.30
C -0.28 2.44 -0.97
P -1.70 3.09 -1.83
O -2.12 2.20 -2.94
O -2.73 3.30 -0.66
O -1.17 4.51 -2.28
C 0.79 1.95 -1.97
B 0.91 2.78 -3.37
O 1.89 3.76 -3.34
O 0.14 2.66 -4.46
N 0.57 0.46 -2.12
N 1.17 -0.04 -3.30
C 0.57 -1.25 -3.84
C -0.54 -0.93 -4.83
C -1.10 -2.21 -5.46
C 0.90 -0.32 -0.83
C 2.30 -0.92 -0.84
C 2.38 -2.38 -1.28
C 3.57 -3.13 -0.68
C 3.34 -4.64 -0.63
N 4.23 -5.45 -1.46
C 4.16 -5.21 -2.84
N 3.10 -5.28 -3.54
N 5.37 -4.87 -3.49
H -3.64 -2.35 2.43
H -4.83 -2.45 3.68
H -4.34 -0.87 3.06
H -3.22 -2.31 5.27
H -1.98 -2.30 4.04
H -3.17 -0.13 5.65
H -2.81 0.36 4.03
H -1.04 -0.18 6.36
H -0.45 -0.97 4.94
H 0.66 1.11 5.11
H -0.74 1.92 5.73
H -1.25 1.35 2.94
H -1.35 2.77 3.85
H 0.26 3.14 2.10
H 0.97 3.29 3.67
H 2.64 2.15 2.68
H 1.77 0.71 3.08
H 1.56 2.39 0.58
H 2.63 1.03 0.65
H -0.95 1.91 0.96
H -2.81 0.95 0.09
H -1.82 -0.48 0.15
H -2.06 0.38 -1.37
H 0.17 3.26 -0.42
H -3.57 3.68 -0.91
H -1.86 5.17 -2.35
H 1.77 2.06 -1.52
H 2.62 3.62 -3.94
H -0.63 2.10 -4.36
H -0.43 0.35 -2.29
H 2.17 0.04 -3.29
H 1.35 -1.81 -4.35
H 0.17 -1.89 -3.05
H -0.13 -0.28 -5.59
H -1.34 -0.39 -4.33
H -2.14 -2.08 -5.74
H -1.07 -3.03 -4.75
H -0.53 -2.49 -6.34
H 0.20 -1.16 -0.85
H 2.65 -0.87 0.19
H 2.99 -0.30 -1.41
H 1.47 -2.89 -0.98
H 2.48 -2.43 -2.36
H 3.77 -2.76 0.32
H 4.47 -2.93 -1.26
H 2.33 -4.86 -0.96
H 3.42 -5.01 0.39
H 5.18 -5.38 -1.13
H 2.31 -5.55 -2.95
H 5.35 -3.92 -3.83
H 6.18 -4.98 -2.90
C -3.57 4.18 1.87
C -4.20 3.51 3.12
O -3.79 2.24 3.34
H -3.83 3.60 0.97
H -3.94 5.21 1.73
H -2.48 4.22 1.97
H -5.31 3.61 2.98
H -3.98 4.21 3.97
```

Total energy   -69896.428 eV
HOMO level   -0.1821 Ha
2S+1   1
Lowest unoccupied orbital energy   -0.026 hartree

***

Record 3
Molecular formula: C26H56F6Mn2N7O14S2
Method: DFT, ωB97M-V with the def2-TZVPD basis set

```
113
Properties=species:S:1:pos:R:3
Mn -26.78 -4.56 -10.10
Mn -24.59 -2.59 -5.15
C -30.40 -2.54 -8.96
F -31.24 -2.19 -9.97
F -30.89 -2.07 -7.79
F -30.33 -3.92 -8.87
S -28.64 -1.81 -9.16
O -28.06 -1.70 -7.76
O -27.97 -2.80 -10.02
O -28.79 -0.60 -9.95
C -28.49 -4.92 -5.81
F -29.18 -3.81 -6.02
F -28.25 -5.08 -4.46
F -29.10 -5.99 -6.25
S -26.71 -4.79 -6.63
O -26.07 -3.59 -6.01
O -26.05 -6.00 -6.44
O -26.91 -4.46 -8.07
C -20.87 -3.93 -5.42
C -21.93 -3.81 -6.55
C -22.59 -5.12 -6.84
O -22.88 -2.81 -6.33
H -21.20 -4.18 -4.41
H -20.36 -2.97 -5.28
H -20.09 -4.65 -5.67
H -21.42 -3.56 -7.48
H -23.13 -5.57 -6.00
H -21.78 -5.77 -7.17
H -23.37 -5.16 -7.60
C -24.13 -5.33 -3.16
O -24.20 -4.25 -3.78
N -23.33 -5.63 -2.12
C -23.51 -6.87 -1.25
C -22.56 -4.52 -1.42
H -24.84 -6.15 -3.35
H -23.84 -6.51 -0.28
H -22.54 -7.32 -1.05
H -24.16 -7.59 -1.76
H -22.86 -4.38 -0.38
H -21.55 -4.93 -1.42
H -22.53 -3.53 -1.86
C -24.47 -6.86 -9.69
O -25.30 -6.00 -10.03
N -23.17 -6.92 -10.14
C -22.19 -7.92 -9.88
C -22.59 -5.74 -10.83
H -24.64 -7.75 -9.06
H -22.56 -8.53 -9.05
H -21.30 -7.49 -9.43
H -22.01 -8.56 -10.74
H -22.05 -5.97 -11.74
H -23.45 -5.11 -11.09
H -21.97 -5.06 -10.25
C -27.67 -10.57 -4.27
O -28.09 -11.57 -4.85
N -28.10 -9.37 -4.61
C -27.68 -8.24 -3.81
C -29.00 -9.09 -5.75
H -26.93 -10.50 -3.46
H -27.21 -7.54 -4.50
H -26.92 -8.54 -3.09
H -28.53 -7.79 -3.28
H -28.42 -8.80 -6.62
H -29.69 -9.89 -6.04
H -29.54 -8.18 -5.50
C -27.36 -1.80 -3.76
O -26.13 -1.87 -3.70
N -28.06 -0.81 -3.17
C -29.54 -0.77 -3.28
C -27.58 0.11 -2.21
H -28.05 -2.53 -4.22
H -29.93 0.23 -3.48
H -29.98 -1.21 -2.39
H -29.93 -1.43 -4.06
H -27.63 -0.39 -1.24
H -26.54 0.34 -2.43
H -28.20 1.01 -2.20
C -31.34 -5.59 -0.17
O -31.07 -4.81 0.75
N -31.06 -5.38 -1.44
C -31.25 -6.46 -2.42
C -30.46 -4.15 -1.95
H -31.81 -6.57 -0.01
H -31.70 -6.09 -3.34
H -31.97 -7.21 -2.09
H -30.28 -6.93 -2.59
H -29.46 -4.37 -2.32
H -31.03 -3.74 -2.78
H -30.42 -3.28 -1.29
C -23.14 -9.87 -4.01
O -24.07 -10.30 -3.35
N -23.27 -9.11 -5.15
C -22.11 -8.92 -5.93
C -24.64 -8.76 -5.62
H -22.11 -10.17 -3.76
H -22.07 -9.66 -6.73
H -21.16 -8.86 -5.40
H -22.15 -7.97 -6.47
H -25.44 -8.59 -4.90
H -24.38 -7.82 -6.11
H -24.89 -9.41 -6.46
C -24.17 -2.71 -9.54
O -25.12 -3.38 -9.94
N -24.06 -1.34 -9.81
C -22.82 -0.66 -9.48
C -24.98 -0.58 -10.60
H -23.35 -3.09 -8.91
H -23.03 0.41 -9.52
H -21.98 -0.75 -10.17
H -22.48 -1.00 -8.50
H -25.88 -1.15 -10.84
H -25.40 0.21 -9.97
H -24.45 -0.20 -11.48
```

Total energy   -167577.528 eV
HOMO level (alpha / beta)   -0.4037 / -0.4047 Ha
Total charge   +1
⟨S²⟩   30.008
2S+1   11
Lowest unoccupied orbital energy (alpha / beta)   -0.105 / -0.119 hartree

***

Record 4
Molecular formula: C26H56N4O15S2
Method: DFT, ωB97M-V with the def2-TZVPD basis set

```
103
Properties=species:S:1:pos:R:3
C 3.13 1.95 1.29
O 2.73 2.33 0.19
N 2.38 2.12 2.38
N 4.25 1.38 1.49
H 2.53 1.53 3.19
H 1.46 2.44 2.15
H 4.49 1.15 2.44
H 4.89 1.20 0.73
C 2.73 4.58 -2.43
O 2.83 5.50 -3.26
N 3.33 4.63 -1.27
N 2.24 3.44 -2.65
H 3.31 3.86 -0.61
H 3.81 5.50 -1.06
H 2.13 3.26 -3.63
H 1.98 2.81 -1.90
C -1.56 -2.26 -3.84
C -1.11 -2.00 -5.24
O 0.32 -1.80 -5.02
S 0.93 -3.04 -4.13
O 2.02 -2.62 -3.26
O 1.13 -4.19 -5.00
O -0.52 -3.08 -3.33
H -2.59 -2.62 -3.91
H -1.58 -1.36 -3.23
H -1.48 -1.06 -5.65
H -1.32 -2.78 -5.97
C 1.28 -5.38 1.28
C 2.21 -6.59 0.89
O 1.60 -7.19 -0.20
S 0.11 -6.52 -0.59
O -0.88 -7.61 -0.82
O 0.24 -5.42 -1.50
O -0.05 -5.84 0.87
H 1.52 -4.51 0.67
H 1.28 -5.16 2.35
H 2.16 -7.20 1.79
H 3.22 -6.23 0.74
C -6.39 -0.08 1.23
C -6.32 -1.57 1.01
C -5.67 -2.08 2.29
O -5.91 -1.07 3.25
C -6.81 -0.01 2.68
H -7.04 0.50 0.58
H -5.38 0.34 1.16
H -5.72 -1.58 0.10
H -7.34 -1.94 0.90
H -4.58 -2.19 2.23
H -6.09 -3.06 2.53
H -6.71 0.93 3.21
H -7.85 -0.28 2.86
C -0.06 3.39 -5.29
C -0.22 1.87 -5.16
C 1.23 1.34 -5.30
O 2.09 2.48 -5.18
C 1.40 3.55 -5.81
H -0.04 3.75 -4.26
H -0.83 3.86 -5.91
H -0.84 1.37 -5.90
H -0.60 1.56 -4.19
H 1.59 0.78 -6.17
H 1.51 0.61 -4.54
H 1.58 3.41 -6.88
H 1.93 4.48 -5.65
C 1.00 -1.07 0.09
C 0.02 -1.34 1.24
C -1.33 -1.46 0.62
O -1.24 -0.59 -0.56
C 0.13 -0.27 -0.94
H 1.42 -2.02 -0.25
H 1.83 -0.49 0.49
H 0.09 -0.50 1.93
H 0.18 -2.21 1.87
H -2.22 -1.19 1.20
H -1.42 -2.54 0.51
H 0.24 0.78 -0.69
H 0.48 -0.42 -1.97
C 2.19 -1.91 4.31
C 1.34 -1.23 5.32
C 2.23 -0.05 5.80
O 2.70 0.39 4.55
C 2.91 -0.79 3.66
H 1.69 -2.52 3.55
H 2.75 -2.65 4.88
H 1.26 -1.95 6.13
H 0.32 -0.98 5.01
H 3.08 -0.35 6.41
H 1.67 0.76 6.27
H 3.96 -0.93 3.41
H 2.35 -0.55 2.76
C -1.10 4.70 2.84
C -1.17 4.75 1.34
C -0.35 3.56 0.78
O -0.54 2.61 1.83
C -0.64 3.27 3.13
H -1.97 4.91 3.45
H -0.24 5.27 3.19
H -0.75 5.65 0.90
H -2.24 4.66 1.16
H 0.68 3.90 0.71
H -0.54 3.12 -0.20
H 0.34 3.36 3.61
H -1.23 2.74 3.88
```

Total energy   -86199.597 eV
HOMO level (alpha / beta)   -0.4033 / -0.4033 Ha
Total charge   +1
⟨S²⟩   0.755
2S+1   2
Lowest unoccupied orbital energy (alpha / beta)   -0.078 / -0.289 hartree